Run i
This record from OMol25 describes a molecular structure, C6H9NO2. The level of theory is ωB97M-V with the def2-TZVPD basis set.

Geometry as ORCA input:
```
! RIJCOSX wB97M-V def2-TZVPD def2/J DEFGRID3
* xyz 0 1
C -1.4481 1.0268 1.0602
C 0.2387 -1.1463 -1.7202
C -0.4349 0.9048 -0.0430
C 1.3214 0.9386 0.5965
C 0.0345 -0.9523 -0.2456
C 1.0200 -0.4305 0.6443
O -0.7714 -1.9145 0.3748
N 2.0799 1.9088 0.7192
O -0.4225 1.4686 -1.1248
H -1.3501 -2.3076 -0.2867
H 3.0761 1.6742 0.7012
H 0.9251 -0.7937 1.6686
H -1.2375 0.3482 1.8813
H -1.4569 2.0581 1.4158
H -2.4305 0.7906 0.6445
H 0.9561 -0.4306 -2.1120
H 0.6004 -2.1595 -1.9170
H -0.7003 -0.9839 -2.2570
*
```

HOMO-LUMO gap	7.065	eV
highest occupied orbital energy	-0.2762	Eh



Run ii
This record from OMol25 describes C6H9NO2 in the gas phase. The level of theory is ωB97M-V with the def2-TZVPD basis set.

Geometry as ORCA input:
```
! RIJCOSX wB97M-V def2-TZVPD def2/J DEFGRID3
* xyz 0 1
C 2.4299 0.8017 -0.7083
O 2.7374 -0.4077 -0.0730
C 1.7933 -0.8282 0.6450
O 0.5455 -1.0578 -0.2180
C -0.5368 -0.3981 -0.1447
C -1.1149 0.7844 0.2369
C -2.5896 0.7644 0.2304
C -2.8663 -0.4329 -0.3507
N -1.7031 -1.1038 -0.5009
H 1.9844 1.5883 -0.0214
H 3.4114 1.3704 -0.9660
H 1.7350 0.5723 -1.4955
H 1.4954 -0.0234 1.4825
H 1.9825 -1.7949 1.2921
H -0.7895 1.7558 0.5811
H -3.0360 1.5668 0.7304
H -3.7637 -0.8961 -0.6655
H -1.7148 -2.2612 -0.0543
*
```

HOMO-LUMO gap	8.440	eV
highest occupied orbital energy	-0.2799	Eh
SMILES	COCOc1ccc[nH]1



Run iii
This record from OMol25 describes a molecular structure, C6H9NO2. The level of theory is ωB97M-V with the def2-TZVPD basis set.

Geometry as ORCA input:
```
! RIJCOSX wB97M-V def2-TZVPD def2/J DEFGRID3
* xyz 0 1
N 1.7600 0.8100 0.5974
C 1.7904 -0.1604 -0.3214
C 0.4618 -0.7294 -0.7721
C -0.4367 -1.3134 0.3390
C -1.3630 -0.1694 -0.0366
C -2.8402 -0.1259 -0.1678
C -2.1208 0.7731 0.8268
O -0.4956 0.2938 -1.0745
H 0.6549 -1.3983 -1.6227
H -0.8249 -2.3153 0.1289
H -0.0172 -1.2714 1.3509
H -3.2440 0.3446 -1.0657
H -3.4089 -0.9773 0.2100
H -2.1944 0.5442 1.8914
H -2.0514 1.8341 0.5812
O 2.8013 -0.8898 -0.2545
H 1.1585 1.6028 0.4085
H 2.6475 0.5700 1.2081
*
```

HOMO-LUMO gap	10.167	eV
highest occupied orbital energy	-0.3430	Eh



Run iv
This record from OMol25 describes 2 unconnected molecules or ions with the total composition C6H9NO2. The level of theory is ωB97M-V with the def2-TZVPD basis set.

Geometry as ORCA input:
```
! RIJCOSX wB97M-V def2-TZVPD def2/J DEFGRID3
* xyz 0 1
C -1.0452 -1.6901 0.0055
C 0.6525 0.1398 -1.7655
C 1.7811 -0.9352 0.8418
C -0.4567 -0.3990 0.4954
C -0.0830 0.6307 -0.5586
C -0.4562 1.8999 -0.4043
O -0.0199 0.9926 2.2593
N -0.5939 -0.1834 1.7479
O 2.4300 -0.1829 1.3890
H 0.0327 0.8286 3.2099
H -0.3172 -2.2347 -0.5919
H -1.3314 -2.3000 0.8567
H -1.9247 -1.4889 -0.6106
H 0.0355 -0.5400 -2.3525
H 0.9467 0.9826 -2.3920
H 1.5536 -0.4016 -1.4514
H -0.1865 2.6541 -1.1291
H -1.0174 2.2274 0.4503
*
```

HOMO-LUMO gap	9.809	eV
highest occupied orbital energy	-0.3366	Eh



Of them, run iii has the highest stability.



Run i
This record from OMol25 describes C5H10S in the gas phase. The level of theory is ωB97M-V with the def2-TZVPD basis set.

Geometry as ORCA input:
```
! RIJCOSX wB97M-V def2-TZVPD def2/J DEFGRID3
* xyz 0 1
C -2.5526 0.0455 -0.1690
C -1.1618 -0.5944 0.0293
C -0.0036 0.3946 0.1900
S -0.3001 1.9691 0.0907
C 1.4222 -0.1487 0.5243
C 2.5144 0.2159 -0.3887
H -3.4827 -0.6506 -0.3504
H -2.4630 0.7462 -1.0177
H -2.9151 0.5609 0.7923
H -1.2137 -1.1686 0.9391
H -0.9710 -1.2188 -0.8180
H 1.4537 0.1305 1.5664
H 1.3027 -1.2138 0.5437
H 2.4242 1.2646 -0.6620
H 2.5252 -0.3618 -1.3367
H 3.4213 0.0295 0.0668
*
```

HOMO-LUMO gap	8.643	eV
highest occupied orbital energy	-0.3087	Eh
SMILES	CCC(=S)CC



Run ii
This record from OMol25 describes C5H10S in the gas phase. The level of theory is ωB97M-V with the def2-TZVPD basis set.

Geometry as ORCA input:
```
! RIJCOSX wB97M-V def2-TZVPD def2/J DEFGRID3
* xyz 0 1
C 1.9682 -0.1958 -0.8332
C 0.7841 -0.0290 0.2121
C -0.4063 1.0647 0.0514
C -1.3881 -0.1060 0.5006
S -2.7338 -0.2638 -0.5424
C -0.1893 -1.1180 0.3230
H 1.4770 -0.6040 -1.7779
H 2.6235 0.8041 -0.9597
H 2.6814 -0.9280 -0.2017
H 1.1583 0.3209 1.2711
H -0.3700 1.8022 0.9661
H -0.3896 1.8024 -0.9015
H -1.4608 -0.0075 1.5787
H -3.4540 0.8638 -0.2269
H -0.0706 -1.8231 1.2679
H -0.2299 -1.5830 -0.7276
*
```

HOMO-LUMO gap	9.493	eV
highest occupied orbital energy	-0.3161	Eh
SMILES	C[C@H]1C[C@@H](S)C1



Of them, run i has the highest stability.



Run i
This record from OMol25 describes 2 unconnected molecules or ions with the total composition C3H6FN3. The level of theory is ωB97M-V with the def2-TZVPD basis set.

Geometry as ORCA input:
```
! RIJCOSX wB97M-V def2-TZVPD def2/J DEFGRID3
* xyz 0 1
C -1.2518 0.9130 -0.0097
C -0.3860 0.0474 -0.5083
C 0.8902 -0.4608 0.2695
H 0.0425 1.9468 1.5235
H -2.3040 1.1505 1.7206
H -2.0456 1.0812 -0.6584
H 1.7950 -2.2406 0.4199
H 0.4780 -2.3902 -0.6468
H 1.5064 1.0452 1.2305
N -1.0440 1.9053 0.9746
N 1.2454 -1.7296 -0.2712
N 1.6570 0.0247 1.0565
F -0.8885 -0.5548 -1.6020
*
```

HOMO-LUMO gap	8.072	eV
highest occupied orbital energy	-0.3265	Eh



Run ii
This record from OMol25 describes C3H6FN3 in the gas phase. The level of theory is ωB97M-V with the def2-TZVPD basis set.

Geometry as ORCA input:
```
! RIJCOSX wB97M-V def2-TZVPD def2/J DEFGRID3
* xyz 0 1
N -2.5258 -0.1853 -0.7237
N -2.0741 0.9557 -0.0175
C -0.7928 1.1237 0.3248
N 0.0569 0.1800 0.1226
C 1.4003 0.3915 0.3609
C 2.3354 -0.5311 0.1287
F 1.8475 -1.7638 -0.1134
H -2.7620 -0.8112 0.1049
H -1.6812 -0.6302 -1.1165
H -2.6321 1.7449 -0.2170
H -0.6523 2.1670 0.7795
H 1.8430 1.3310 0.6504
H 3.3999 -0.4843 0.2629
*
```

HOMO-LUMO gap	9.058	eV
highest occupied orbital energy	-0.2981	Eh
SMILES	NN/C=N/C=C\F



Of them, run ii has the highest stability.



Run i
This record from OMol25 describes C2H4BrP in the gas phase. The level of theory is ωB97M-V with the def2-TZVPD basis set.

Geometry as ORCA input:
```
! RIJCOSX wB97M-V def2-TZVPD def2/J DEFGRID3
* xyz 0 1
Br 1.6337 0.8573 1.7142
C 0.5643 0.4459 0.1466
C -0.0110 -0.9214 -0.1295
P -1.3139 0.3882 0.3274
H 0.6437 1.3030 -0.8494
H -0.1562 -1.1896 -1.0935
H 0.1504 -1.6435 0.7605
H -1.5110 0.7600 -0.8764
*
```

HOMO-LUMO gap	9.945	eV
highest occupied orbital energy	-0.3391	Eh
SMILES	Br[C@H]1CP1



Run ii
This record from OMol25 describes C2H4BrP in the gas phase. The level of theory is ωB97M-V with the def2-TZVPD basis set.

Geometry as ORCA input:
```
! RIJCOSX wB97M-V def2-TZVPD def2/J DEFGRID3
* xyz 0 1
Br 2.6359 0.3854 -0.0120
P 0.9875 -1.0774 -0.0477
C -0.5503 -0.1741 0.7801
C -0.4295 0.1313 -0.7729
H -0.1179 0.7578 1.3254
H -1.3297 -0.8434 1.1476
H -1.1575 -0.2913 -1.3768
H -0.0385 1.1118 -1.0438
*
```

HOMO-LUMO gap	9.895	eV
highest occupied orbital energy	-0.3398	Eh
SMILES	BrP1CC1



Run iii
This record from OMol25 describes C2H4BrP in the gas phase. The level of theory is ωB97M-V with the def2-TZVPD basis set.

Geometry as ORCA input:
```
! RIJCOSX wB97M-V def2-TZVPD def2/J DEFGRID3
* xyz 0 1
C -0.0090 0.6521 -0.2350
C 0.9257 -0.1501 0.5495
P -0.7693 -0.7256 -1.3711
Br -2.3983 -1.5157 -0.2147
H -0.8378 1.0417 0.3464
H 0.4584 1.4957 -0.9536
H 1.9930 -0.2473 0.2736
H 0.6373 -0.5507 1.6049
*
```

HOMO-LUMO gap (spin up / spin down)	7.761 / 7.189	eV
highest occupied orbital energy (spin up / spin down)	-0.2919 / -0.2928	Eh



Of them, run ii has the highest stability.



Run i
This record from OMol25 describes C2H3NP2 in the gas phase. The level of theory is ωB97M-V with the def2-TZVPD basis set.

Geometry as ORCA input:
```
! RIJCOSX wB97M-V def2-TZVPD def2/J DEFGRID3
* xyz 0 1
C -1.6278 0.7947 0.2755
C -0.3292 -1.2516 -0.0062
N -1.1466 -0.2823 0.1100
P 1.4410 -0.9693 -0.0174
P 1.4038 1.0974 0.0697
H -1.7900 1.6782 -0.3811
H -0.8180 -2.1210 -0.1847
H 2.8668 1.0538 0.1341
*
```

HOMO-LUMO gap	7.250	eV
highest occupied orbital energy	-0.2971	Eh



Run ii
This record from OMol25 describes C2H3NP2 in the gas phase. The level of theory is ωB97M-V with the def2-TZVPD basis set.

Geometry as ORCA input:
```
! RIJCOSX wB97M-V def2-TZVPD def2/J DEFGRID3
* xyz 0 1
C -0.4900 -0.3449 -0.8923
N 0.6206 -1.0004 -0.5110
C 1.1795 -0.5194 0.5728
P 0.6565 0.9212 1.4350
P -0.8167 1.1482 -0.0517
H -0.9505 -0.6210 -1.8806
H 1.9861 -1.0088 0.9767
H -2.1854 1.4250 0.3510
*
```

HOMO-LUMO gap	8.298	eV
highest occupied orbital energy	-0.3266	Eh
SMILES	C1=NC=P#[PH]1



Run iii
This record from OMol25 describes a molecular structure, C2H3NP2. The level of theory is ωB97M-V with the def2-TZVPD basis set.

Geometry as ORCA input:
```
! RIJCOSX wB97M-V def2-TZVPD def2/J DEFGRID3
* xyz 0 1
C 1.9727 -1.0007 0.1127
C 1.1631 0.1661 -0.1407
N 2.5885 -1.9337 0.3970
P -1.9004 -1.1079 -0.3806
P -0.8256 -0.1817 1.0998
H 1.4730 1.0183 0.4477
H 0.6080 0.0147 -1.0734
H -2.9996 -1.1789 0.4676
*
```

HOMO-LUMO gap	7.937	eV
highest occupied orbital energy	-0.3443	Eh



Of them, run ii has the highest stability.



Run i
This record from OMol25 describes 2 unconnected molecules or ions with the total composition C4H11N2S. The level of theory is ωB97M-V with the def2-TZVPD basis set.

Geometry as ORCA input:
```
! RIJCOSX wB97M-V def2-TZVPD def2/J DEFGRID3
* xyz 1 1
C -1.3527 -0.6984 1.7321
C -0.3018 1.8821 -2.3496
C 2.5337 -1.5125 0.7314
C -0.0150 -0.8062 1.1198
N -1.9131 0.7495 -1.2178
N -0.8736 1.4242 -1.1201
S 0.9237 -2.0894 1.2901
H -1.5436 0.3646 1.8950
H -2.1005 -1.0272 0.9563
H -1.4661 -1.2135 2.5945
H -0.5713 2.9458 -2.4587
H -0.6676 1.3690 -3.1527
H 0.8470 1.8987 -2.2318
H 2.4675 -0.4390 0.8828
H 2.7348 -1.6903 -0.2993
H 3.3071 -1.8965 1.2805
H 0.2425 0.0734 0.5497
H -2.2510 0.6658 -0.2022
*
```

HOMO-LUMO gap	6.796	eV
highest occupied orbital energy	-0.4692	Eh



Run ii
This record from OMol25 describes 2 unconnected molecules or ions with the total composition C4H11N2S. The level of theory is ωB97M-V with the def2-TZVPD basis set.

Geometry as ORCA input:
```
! RIJCOSX wB97M-V def2-TZVPD def2/J DEFGRID3
* xyz 1 1
C 1.5194 -1.2571 0.3667
C 0.8655 -0.1496 0.1816
C 0.8534 0.8595 -0.9432
C -1.0686 1.7020 -0.0917
N -1.3105 -1.8265 0.1396
N 0.1603 1.9980 -0.6394
S -0.3942 0.3235 1.3491
H 1.3580 -1.9918 1.1624
H 2.2040 -1.6333 -0.4436
H 1.7609 1.1660 -1.3640
H 0.2585 0.3446 -1.6806
H -1.6266 2.4322 0.4675
H -1.7225 1.0002 -0.6798
H -1.9951 -1.9646 0.8207
H -0.5547 -2.4878 0.2954
H 0.6798 2.4632 0.1024
H -1.6951 -2.0393 -0.7318
H 0.7074 1.0610 1.6888
*
```

HOMO-LUMO gap	10.324	eV
highest occupied orbital energy	-0.5182	Eh



Run iii
This record from OMol25 describes 2 unconnected molecules or ions with the total composition C4H11N2S. The level of theory is ωB97M-V with the def2-TZVPD basis set.

Geometry as ORCA input:
```
! RIJCOSX wB97M-V def2-TZVPD def2/J DEFGRID3
* xyz 1 1
C -2.2549 -1.0290 -0.0010
C -0.5868 0.3593 0.4599
C 2.6050 0.4078 -0.3843
C 1.9287 -0.5408 0.5200
N -1.4821 -0.4292 1.1223
N -1.2272 -0.3397 -0.8852
S -0.9535 2.0563 0.3559
H -2.1003 -2.1351 0.0786
H -3.2350 -0.6382 -0.2430
H 3.4716 0.8235 0.2006
H 1.8711 1.3173 -0.3141
H 2.8122 0.0525 -1.3449
H 1.7569 -0.2798 1.5956
H 1.4806 -1.4269 0.2346
H -2.0517 0.0819 1.7643
H -0.5153 -0.8954 -1.3661
H -1.6631 0.3874 -1.5240
H 0.1439 2.2281 -0.2692
*
```

HOMO-LUMO gap (spin up / spin down)	6.953 / 8.720	eV
highest occupied orbital energy (spin up / spin down)	-0.4302 / -0.4539	Eh



Of them, run ii has the highest stability.